Computed, not measured: 13 unconnected molecules or ions with the total composition C35H74BF25N8O17PS2, with ωB97M-V/def2-TZVPD.

Summary:
- Lowest unoccupied orbital energy: -4.317 eV
- HOMO-LUMO gap: 0.039 Eh
- HOMO: -5.37 eV

ORCA input file:
```
! wB97M-V def2-TZVPD RIJCOSX def2/J DEFGRID3
* xyz 1 1
C 2.43401 -2.01987 -1.57726
F 2.19913 -3.19506 -2.10438
F 3.00192 -2.04534 -0.39596
F 3.14175 -1.23517 -2.37636
S 0.74405 -1.08421 -1.31367
O 0.13426 -1.19273 -2.59171
O 0.10288 -1.84329 -0.24437
N 1.33570 0.46476 -0.98014
S 0.17459 1.05781 -0.16372
O -1.20596 0.84205 -0.59809
O 0.29694 0.83700 1.28729
C 0.52115 2.91189 -0.42345
F 1.80482 3.08982 -0.08510
F 0.39748 3.24536 -1.72906
F -0.22150 3.68953 0.35080
C -0.94633 0.18646 4.54575
C -1.81789 1.32326 4.01856
O -2.84578 1.19772 3.30928
N -1.47947 2.69727 4.53238
H -2.13184 3.34749 4.10829
H -1.52591 2.83316 5.53298
C -0.14232 3.28749 3.99901
H 0.03948 0.21237 4.08118
H -1.33497 -0.76841 4.19159
H -0.80750 0.07605 5.62120
H 0.70363 2.71431 4.37728
H -0.15347 4.29837 4.40617
H -0.13909 3.39784 2.91527
C 7.05929 -4.28441 2.34401
C 6.06145 -3.61159 1.40213
O 5.52710 -2.57809 1.59215
N 5.49800 -4.57425 0.44148
H 6.04735 -5.40809 0.60184
H 4.57325 -4.87263 0.72156
C 5.64615 -4.06881 -1.01541
H 7.93247 -4.68635 1.82910
H 6.56875 -5.11925 2.84524
H 7.51630 -3.61778 3.07485
H 5.09715 -4.66334 -1.74475
H 6.71904 -3.97214 -1.18065
H 5.29161 -3.04102 -1.09067
C 2.57199 2.68532 -5.67606
C 2.23928 1.56959 -4.66503
O 2.08049 0.40948 -4.99641
N 2.45832 1.87316 -3.14210
H 1.84154 2.60890 -2.82288
H 2.14665 1.07414 -2.60288
C 3.95422 2.05063 -2.80445
H 2.70532 2.35710 -6.70603
H 3.45682 3.18354 -5.27962
H 1.73051 3.37258 -5.58283
H 4.20609 2.98906 -3.29777
H 4.54295 1.22685 -3.20667
H 4.11693 2.16323 -1.73300
C -1.75158 -4.18899 -1.13977
C -0.62264 -5.18681 -1.36040
O 0.15630 -5.09081 -2.30199
N -0.47926 -6.23535 -0.27160
H 0.18710 -6.00702 0.45511
H -1.40123 -6.22856 0.14995
C -0.13085 -7.61506 -0.89912
H -1.92479 -3.65395 -2.07350
H -1.56064 -3.37603 -0.43862
H -2.72256 -4.51677 -0.76753
H 0.90224 -7.62746 -1.24547
H -0.84586 -7.92758 -1.65885
H -0.09490 -8.18795 0.02747
C 0.62885 -2.66708 -5.26139
C -0.88924 -2.90165 -5.53766
O -1.44395 -3.92197 -5.26620
N -1.66719 -1.67383 -6.10627
H -1.22050 -1.41731 -6.97584
H -2.61894 -2.01133 -6.15812
C -1.74561 -0.45673 -5.06858
H 1.04307 -3.27732 -4.45971
H 0.96644 -1.63136 -5.23912
H 1.00977 -3.04737 -6.21039
H -2.63101 0.11704 -5.33995
H -0.78679 0.05328 -5.15577
H -1.72967 -0.77600 -4.02667
C 1.97323 -1.49332 2.78784
C 2.70016 -0.20724 3.14554
O 2.29974 0.63224 3.88692
N 4.05416 0.03664 2.51491
H 4.66898 0.52099 3.15515
H 4.49082 -0.86013 2.34809
C 3.99216 0.84012 1.15854
H 2.64881 -2.34076 2.67109
H 1.41353 -1.35103 1.86271
H 1.22801 -1.72661 3.54789
H 5.02462 0.86107 0.81165
H 3.49395 1.80926 1.16529
H 3.27866 0.24181 0.59168
C 2.07339 6.36592 0.12847
C 1.30332 7.54784 0.60352
O 0.35608 8.04860 0.05042
N 1.69942 8.04259 1.98323
H 1.99769 7.26335 2.55387
H 2.47109 8.67237 1.80893
C 0.53003 8.80460 2.72506
H 1.83777 5.56131 0.82619
H 3.15765 6.47618 0.11856
H 1.65374 6.01098 -0.81246
H -0.41298 8.29969 2.51758
H 0.64204 9.83331 2.38514
H 0.82013 8.63248 3.76123
C -3.42246 5.84678 2.97850
O -4.74588 5.99376 2.47306
O -3.46130 4.92605 4.00154
C -2.39661 5.55313 1.83508
F -1.21064 5.45638 2.42964
F -2.57413 4.43364 1.21379
F -2.19663 6.54007 0.95908
C -5.13625 7.24784 1.90890
C -6.28642 7.09521 0.92626
H -6.02561 6.45889 0.08061
H -7.18478 6.62343 1.32542
H -6.69555 8.06499 0.64223
H -4.33977 7.78964 1.39751
H -5.43967 7.91956 2.71305
H -3.18733 6.80870 3.43916
C -4.94618 -0.43267 0.84327
O -5.09225 -0.33880 -0.61772
O -6.22939 -0.30506 1.39617
C -3.95605 -1.68657 1.15133
F -3.88851 -1.89079 2.49046
F -4.32191 -2.77941 0.45932
F -2.70349 -1.34943 0.76473
C -4.62196 0.81106 -1.36905
C -4.77428 0.48884 -2.85603
H -3.93151 -0.13433 -3.15593
H -5.69041 -0.08723 -2.98662
H -4.75535 1.41947 -3.42332
H -3.53807 0.92704 -1.32031
H -4.94117 1.78296 -0.99172
H -4.36599 0.43388 1.16607
C -2.67376 -6.94243 2.55484
O -1.56406 -6.01283 2.70037
O -2.86081 -7.08313 1.15352
C -2.28824 -8.20420 3.43437
F -2.06199 -7.86393 4.66355
F -3.37320 -8.98602 3.29493
F -1.27162 -8.88836 2.89184
C -1.95186 -4.60796 2.58410
C -0.77614 -3.68741 2.62411
H -0.31763 -3.94111 3.58068
H -0.04139 -3.72514 1.81987
H -1.15053 -2.66391 2.65852
H -2.66224 -4.36830 3.37577
H -2.49740 -4.43090 1.65653
H -3.54062 -6.52637 3.07051
P -1.36822 3.29914 -4.83310
F -1.63675 4.23832 -6.14103
F -2.83691 2.62144 -5.10217
F -0.54966 2.26094 -5.83550
F -1.06380 2.22469 -3.62019
F 0.00065 4.10339 -4.47138
F -2.28928 4.29274 -3.89644
B 2.57682 -5.43022 1.20852
F 1.38697 -5.91916 1.66132
F 2.60762 -4.07066 1.20244
F 3.61956 -5.87768 2.00754
F 2.75248 -5.88799 -0.08405
*
```

=====

Computed, not measured: 14 unconnected molecules or ions with the total composition C35H75Cl6N2O21, with ωB97M-V/def2-TZVPD.

Summary:
- Lowest unoccupied orbital energy (spin up / spin down): -0.660 / -1.474 eV
- HOMO-LUMO gap (spin up / spin down): 0.241 / 0.192 Eh
- HOMO (spin up / spin down): -7.22 / -6.71 eV
- Expectation value of S²: 0.7808

ORCA input file:
```
! wB97M-V def2-TZVPD RIJCOSX def2/J DEFGRID3
* xyz 0 2
C -0.73439 -1.80854 0.66984
C 0.63987 -1.29052 0.37613
N 0.79193 0.12060 0.41482
C 1.90752 0.88787 0.64567
C 1.77558 2.23653 0.39758
N 0.44926 2.33869 0.05869
C -0.15848 1.06342 0.10039
C -0.13787 3.67202 -0.32532
H -1.50401 -1.39840 0.01596
H -0.92542 -1.50236 1.69837
H -0.83704 -2.88656 0.54562
H 0.86888 -1.57123 -0.65191
H 1.41696 -1.72987 1.00159
H 2.77277 0.36642 1.02753
H 2.40008 3.10112 0.56757
H -1.20552 0.84276 -0.04591
H -0.36540 4.36268 0.48666
H -1.00652 3.39086 -0.92072
H 0.49992 4.17315 -1.05347
C 1.95864 7.21761 -1.31191
C 1.86167 6.70731 -0.08667
C 0.71291 7.03516 0.85616
O 0.50215 6.41162 1.99815
C -0.09895 8.10767 0.58575
C 0.08264 8.91518 -0.64081
C 1.03648 8.20237 -1.78695
O 0.80811 8.48120 -2.96367
O -0.46949 10.04147 -0.85580
O 2.73471 5.82223 0.19420
H 2.64906 6.86947 -2.06591
H -0.92660 8.38834 1.22027
C 3.63828 3.13542 4.72218
C 4.01419 3.01158 3.22738
C 4.37050 4.42325 2.93477
O 5.11044 4.91424 4.06772
C 4.47609 4.35141 5.19942
H 3.93543 2.16454 5.11867
H 2.55536 3.25287 4.76225
H 3.24011 2.61680 2.56933
H 4.93064 2.46818 2.99731
H 3.47658 5.04582 2.89713
H 4.94451 4.55871 2.01812
H 3.89400 5.10834 5.72508
H 5.29296 4.13338 5.88737
C -3.75331 1.03288 1.68040
C -3.63771 2.65363 1.56449
O -3.13653 3.25521 2.68322
O -2.51045 0.34366 1.83110
H -4.37856 0.64766 0.87495
H -4.37884 0.90052 2.56317
H -4.60804 3.01626 1.22530
H -2.85681 2.77280 0.81342
H -2.26954 2.87461 2.84153
H -2.00430 0.75568 2.53514
C -0.63303 0.47239 -3.99276
C -1.08493 -0.85407 -3.31056
O -2.36067 -0.81005 -2.65312
O -0.50460 1.45793 -3.07740
H -1.35406 0.72124 -4.77140
H 0.26216 0.31675 -4.59485
H -0.34622 -1.14622 -2.56419
H -1.09953 -1.76497 -3.90901
H -2.46532 -1.67235 -2.24436
H -1.37234 1.82417 -2.89167
C 6.21816 2.19226 -1.25791
C 5.40422 3.44307 -1.64417
O 5.19999 3.39281 -3.04769
O 7.63675 2.42827 -1.26545
H 6.15311 1.40779 -2.01188
H 5.79368 1.71886 -0.37259
H 5.87693 4.35895 -1.28945
H 4.38410 3.33762 -1.27494
H 6.01966 3.63305 -3.48590
H 7.82659 3.08235 -0.58889
C -3.87967 -5.14129 -3.48965
C -2.73438 -4.09065 -3.30665
O -2.55650 -3.47235 -1.99398
O -3.75275 -6.26705 -2.60536
H -3.94741 -5.50905 -4.51350
H -4.83358 -4.63939 -3.32763
H -2.72583 -3.34415 -4.10086
H -1.84936 -4.70603 -3.46838
H -1.86143 -3.97305 -1.56065
H -3.39328 -5.92831 -1.78217
C 0.20302 -5.83275 -1.69003
C 1.50039 -6.07244 -0.74035
O 1.71649 -7.49359 -0.46008
O -0.77755 -5.04887 -1.08221
H -0.35641 -6.73856 -1.92381
H 0.51449 -5.49888 -2.67979
H 1.60499 -5.41549 0.12312
H 2.34674 -5.73389 -1.33799
H 1.84588 -7.95269 -1.29320
H -0.88408 -5.48488 -0.23360
C -4.38568 2.18626 -2.47326
C -4.70725 1.71714 -3.88722
O -3.95363 2.27601 -4.95053
O -3.02156 1.96364 -2.19660
H -4.90667 1.80543 -1.59483
H -4.48852 3.27108 -2.44717
H -5.77253 1.89302 -4.03665
H -4.62402 0.63129 -3.93329
H -4.29732 1.92181 -5.77395
H -2.83096 1.08080 -2.52196
C -4.52175 -2.35812 1.37839
C -5.00697 -2.34783 -0.06894
O -6.28595 -1.71079 -0.13052
O -5.17499 -3.49029 1.95597
H -4.82706 -1.43019 1.86195
H -3.43780 -2.44229 1.45630
H -4.81348 -3.31806 -0.52644
H -4.28717 -1.65785 -0.50931
H -6.84411 -2.36259 0.29984
H -5.31441 -3.15481 2.84457
C -3.06087 -5.63276 3.24196
C -1.64510 -5.15720 2.75382
O -1.27651 -6.03206 1.68297
O -2.98140 -6.73963 4.28339
H -3.67216 -5.74603 2.34664
H -3.50274 -4.78292 3.76218
H -0.94507 -5.02271 3.57842
H -1.66250 -4.12903 2.39236
H -0.54089 -6.60246 1.91773
H -3.44723 -6.39241 5.04762
C 0.76379 -1.32215 5.00730
Cl 1.66683 -2.15838 3.78446
Cl -0.64604 -2.41616 5.40891
H 1.38800 -1.17166 5.88811
H 0.48010 -0.37249 4.55368
C 6.10374 -2.30708 1.34972
Cl 6.97764 -0.89191 0.50310
Cl 4.38218 -1.97529 1.57339
H 6.01579 -3.14274 0.65543
H 6.60406 -2.64216 2.25829
C 3.94378 -2.60857 -3.19163
Cl 2.59491 -3.30274 -4.09552
Cl 3.34812 -1.47802 -1.98517
H 4.40311 -3.48032 -2.72561
H 4.63112 -2.16912 -3.91450
*
```

=====

Number 1: E -183785.867 eV. Number 2: E -158611.499 eV.